w) # C4H8OS2

C4H8OS2 in the gas phase (ωB97M-V with the def2-TZVPD basis set, the Open Molecules 2025 dataset).

The geometry in XYZ format:
```
15
Properties=species:S:1:pos:R:3
C -2.022 -1.131 1.736
C 1.122 1.062 -0.400
C 1.215 0.755 -1.841
C 0.599 1.535 -2.693
H -3.190 -1.487 1.736
H -1.538 -2.144 2.311
H -1.834 -0.288 2.555
H 0.495 2.024 -0.181
H 2.011 1.528 0.209
H 2.000 0.065 -2.254
H -0.113 2.353 -2.561
H 0.627 1.057 -3.718
O 1.350 -1.220 0.734
S -1.349 -0.468 0.116
S 0.428 0.050 0.835
```

Computed properties:
* net charge: 0
* frontier orbital gap: 0.3524 hartree



x) # C4H8OS2

C4H8OS2 in the gas phase (ωB97M-V with the def2-TZVPD basis set, the Open Molecules 2025 dataset).

The geometry in XYZ format:
```
15
Properties=species:S:1:pos:R:3
C 0.614 0.980 -0.029
C -0.458 0.749 1.029
C 1.073 -0.282 -0.698
C 1.962 -1.112 -0.185
O -2.112 1.123 -1.041
S -2.095 -1.594 0.107
S -2.161 0.556 0.297
H 0.202 1.662 -0.776
H 1.464 1.474 0.451
H -0.270 -0.130 1.641
H -0.549 1.624 1.674
H 0.622 -0.500 -1.656
H 2.264 -2.006 -0.706
H 2.424 -0.938 0.772
H -2.979 -1.608 -0.882
```

Computed properties:
* net charge: 0
* frontier orbital gap: 0.3475 hartree



x) takes first place; second place is 52.3 kcal/mol up.



w) # C3H5BrO

C3H5BrO in the gas phase (ωB97M-V with the def2-TZVPD basis set, the Open Molecules 2025 dataset).

The geometry in XYZ format:
```
10
Properties=species:S:1:pos:R:3
C -1.610 0.001 -0.117
C -0.469 -0.636 -0.179
C 0.876 -0.111 -0.015
O 1.330 0.722 -0.945
Br 0.812 0.919 2.045
H -2.463 -0.632 -0.217
H -1.686 1.061 0.196
H -0.633 -1.708 -0.351
H 1.711 -0.764 0.305
H 2.133 1.147 -0.722
```

Computed properties:
* net charge: 0
* structure (SMILES): C=C[C@@H](O)Br
* frontier orbital gap: 0.3485 hartree



x) # C3H5BrO

2 unconnected molecules or ions with the total composition C3H5BrO (ωB97M-V with the def2-TZVPD basis set, the Open Molecules 2025 dataset).

The geometry in XYZ format:
```
10
Properties=species:S:1:pos:R:3
C -0.717 -1.384 0.589
C -0.711 -0.041 0.368
C 0.489 0.614 0.178
O 0.611 1.946 0.297
Br 2.097 -0.429 -0.191
H -1.581 -1.880 0.566
H 0.166 -1.959 0.763
H -1.497 0.697 0.258
H 0.242 0.101 -2.299
H 0.901 2.334 -0.529
```

Computed properties:
* net charge: 0
* frontier orbital gap (alpha / beta): 0.2554 / 0.3611 hartree



y) # C3H5BrO

2 unconnected molecules or ions with the total composition C3H5BrO (ωB97M-V with the def2-TZVPD basis set, the Open Molecules 2025 dataset).

The geometry in XYZ format:
```
10
Properties=species:S:1:pos:R:3
C -1.022 0.063 -1.166
C -0.630 -0.006 0.101
C 0.512 -0.750 0.603
O 0.649 -0.806 1.926
Br 1.035 -2.334 -0.340
H -1.849 0.677 -1.468
H -0.501 -0.463 -1.953
H -1.137 0.561 0.871
H 1.876 0.495 -0.086
H 1.414 -1.330 2.208
```

Computed properties:
* net charge: 0
* frontier orbital gap (alpha / beta): 0.3054 / 0.2884 hartree



w) takes first place; second place is 57.1 kcal/mol up.



w) # C3H5BrO

2 unconnected molecules or ions with the total composition C3H5BrO (ωB97M-V with the def2-TZVPD basis set, the Open Molecules 2025 dataset).

The geometry in XYZ format:
```
10
Properties=species:S:1:pos:R:3
C 1.325 -0.326 -0.542
C 0.918 -0.911 0.581
C -1.378 0.381 -0.677
O -1.301 1.729 -0.524
Br -2.246 -0.438 0.908
H 1.701 0.621 -0.696
H 1.166 -0.858 -1.453
H 0.572 -1.969 0.555
H 0.974 -0.398 1.557
H -1.732 2.170 0.291
```

Computed properties:
* net charge: 0
* frontier orbital gap: 0.3483 hartree



x) # C3H5BrO

C3H5BrO in the gas phase (ωB97M-V with the def2-TZVPD basis set, the Open Molecules 2025 dataset).

The geometry in XYZ format:
```
10
Properties=species:S:1:pos:R:3
C 0.900 0.244 -1.024
C 0.339 -0.468 0.174
O 0.167 0.334 1.353
C -1.083 0.103 0.780
Br -2.293 -1.070 1.648
H 0.586 1.307 -0.768
H 0.501 -0.182 -1.917
H 1.901 0.143 -1.230
H 0.558 -1.426 0.449
H -1.575 1.017 0.535
```

Computed properties:
* net charge: 0
* structure (SMILES): C[C@H]1O[C@@H]1Br
* frontier orbital gap: 0.3930 hartree



x) takes first place; second place is 37.7 kcal/mol up.



w) # C5H18NO2

3 unconnected molecules or ions with the total composition C5H18NO2 (ωB97M-V with the def2-TZVPD basis set, the Open Molecules 2025 dataset).

The geometry in XYZ format:
```
26
Properties=species:S:1:pos:R:3
C 1.258 -1.236 -1.657
C 0.923 -0.496 -0.328
C -0.497 -0.935 0.022
C -0.905 -0.378 1.408
C -0.285 -1.228 2.524
N 0.884 0.962 -0.721
H 2.234 -0.904 -2.019
H 1.335 -2.304 -1.506
H 0.487 -0.923 -2.361
H 1.654 -0.737 0.423
H -0.561 -2.022 0.081
H -1.197 -0.654 -0.762
H -1.981 -0.292 1.538
H -0.580 0.663 1.474
H -0.013 -0.576 3.355
H 0.713 -1.561 2.223
H -0.907 -2.066 2.815
H 1.566 1.171 -1.455
H 0.072 1.158 -1.287
H 0.910 1.639 0.086
H 1.145 3.089 1.773
H -0.431 3.108 1.390
O 0.462 2.858 1.133
H -2.510 0.465 -2.071
H -1.966 0.371 -3.459
O -1.811 0.827 -2.621
```

Computed properties:
* net charge: +1
* frontier orbital gap: 0.4401 hartree



x) # C5H18NO2

3 unconnected molecules or ions with the total composition C5H18NO2 (ωB97M-V with the def2-TZVPD basis set, the Open Molecules 2025 dataset).

The geometry in XYZ format:
```
26
Properties=species:S:1:pos:R:3
C 1.150 -0.327 0.368
C -0.012 0.558 -0.206
C -0.040 0.631 -1.778
C 1.041 1.507 -2.347
C -0.165 -0.715 -2.555
N 0.587 -0.922 1.624
H 2.024 0.419 0.666
H 1.583 -1.016 -0.384
H -0.129 1.578 0.200
H -0.989 0.094 -0.009
H -1.056 1.201 -1.922
H 0.869 2.604 -2.399
H 0.978 1.399 -3.416
H 1.906 1.524 -1.810
H -1.162 -1.213 -2.339
H -0.414 -0.576 -3.610
H 0.572 -1.454 -2.267
H 1.292 -1.333 2.265
H 0.057 -0.158 2.225
H -0.087 -1.632 1.310
H 0.479 2.425 2.677
H -0.405 1.534 3.667
O 0.317 1.477 2.993
H -3.101 -2.094 1.564
H -2.493 -2.630 0.333
O -2.302 -1.995 0.881
```

Computed properties:
* net charge: +1
* frontier orbital gap: 0.3920 hartree



w) takes first place; second place is 41.1 kcal/mol up.



w) # C6H14O

C6H14O in the gas phase (ωB97M-V with the def2-TZVPD basis set, the Open Molecules 2025 dataset).

The geometry in XYZ format:
```
21
Properties=species:S:1:pos:R:3
C 0.549 2.383 2.442
C 0.972 1.462 1.294
C -0.119 0.486 0.851
C 0.282 -0.315 -0.387
C -0.855 -1.141 -0.982
C -0.471 -1.768 -2.310
O -1.588 -2.479 -2.808
H 1.085 3.336 2.404
H 0.745 1.934 3.420
H -0.522 2.611 2.396
H 1.258 2.068 0.425
H 1.871 0.901 1.580
H -0.380 -0.194 1.675
H -1.031 1.058 0.625
H 1.132 -0.970 -0.143
H 0.648 0.388 -1.150
H -1.165 -1.935 -0.290
H -1.735 -0.505 -1.146
H -0.163 -0.972 -3.010
H 0.397 -2.434 -2.172
H -1.349 -2.848 -3.666
```

Computed properties:
* net charge: 0
* structure (SMILES): CCCCCCO
* frontier orbital gap: 0.4156 hartree



x) # C6H14O

C6H14O in the gas phase (ωB97M-V with the def2-TZVPD basis set, the Open Molecules 2025 dataset).

The geometry in XYZ format:
```
21
Properties=species:S:1:pos:R:3
C 0.074 1.808 -1.818
O 0.206 0.387 -1.239
C 0.228 0.501 0.161
C 1.651 0.742 0.680
C -0.443 -0.723 0.811
C -1.911 -0.791 0.388
C 0.278 -2.017 0.435
H 0.596 2.597 -1.283
H -1.001 2.026 -1.896
H 0.537 1.684 -2.794
H -0.366 1.427 0.396
H 1.668 0.745 1.772
H 2.302 -0.048 0.320
H 2.040 1.686 0.318
H -0.394 -0.587 1.898
H -1.973 -0.880 -0.696
H -2.446 0.109 0.694
H -2.402 -1.652 0.839
H 1.274 -2.055 0.869
H 0.366 -2.079 -0.649
H -0.283 -2.879 0.793
```

Computed properties:
* net charge: 0
* structure (SMILES): CO[C@H](C)C(C)C
* frontier orbital gap: 0.3949 hartree



w) takes first place; second place is 12.5 kcal/mol up.



w) # C6H14O

2 unconnected molecules or ions with the total composition C6H14O (ωB97M-V with the def2-TZVPD basis set, the Open Molecules 2025 dataset).

The geometry in XYZ format:
```
21
Properties=species:S:1:pos:R:3
C -1.234 -0.654 -0.269
C 0.119 0.256 -0.109
C 0.030 1.368 1.028
C 1.549 1.761 1.177
C 2.319 0.742 0.339
C 1.434 -0.497 -0.071
H -1.411 -1.373 0.549
H -1.120 -1.215 -1.212
H -2.114 0.004 -0.355
H 0.168 0.901 -1.009
H -0.612 2.215 0.717
H -0.365 0.981 1.987
H 1.945 1.747 2.211
H 1.762 2.760 0.749
H 3.202 0.518 0.969
H 2.681 1.229 -0.587
H 1.337 -1.353 0.624
H 1.712 -0.899 -1.064
O -4.005 -2.718 -2.218
H -4.342 -2.802 -1.297
H -3.056 -2.970 -2.160
```

Computed properties:
* net charge: 0
* structure (SMILES): CC1CCCC1.O
* frontier orbital gap: 0.4237 hartree



x) # C6H14O

2 unconnected molecules or ions with the total composition C6H14O (ωB97M-V with the def2-TZVPD basis set, the Open Molecules 2025 dataset).

The geometry in XYZ format:
```
21
Properties=species:S:1:pos:R:3
C 1.727 -0.920 0.861
C 0.464 -1.300 0.983
C 0.281 -2.080 2.283
C -0.316 -1.823 -0.171
C -0.550 -0.656 -1.145
C 0.447 0.368 -1.227
H 2.227 -0.793 1.857
H 2.426 -0.854 0.024
H 1.112 -2.107 2.817
H -0.455 -1.590 2.879
H -0.223 -2.957 1.976
H -1.212 -2.266 0.204
H 0.355 -2.525 -0.881
H -1.543 -0.284 -0.840
H -0.703 -1.085 -2.259
H 0.532 0.822 -0.224
H 0.146 1.158 -1.901
H 1.477 0.076 -1.445
O -1.524 5.145 -1.209
H -2.409 5.501 -0.703
H -1.853 4.206 -1.338
```

Computed properties:
* net charge: 0
* structure (SMILES): C=C(C)CCC.O
* frontier orbital gap: 0.3492 hartree



w) takes first place; second place is 62.1 kcal/mol up.



w) # C6H14O

2 unconnected molecules or ions with the total composition C6H14O (ωB97M-V with the def2-TZVPD basis set, the Open Molecules 2025 dataset).

The geometry in XYZ format:
```
21
Properties=species:S:1:pos:R:3
C 0.439 -2.193 -0.225
C 0.639 -0.854 -0.861
C 1.001 0.286 -0.280
C 1.164 1.545 -1.083
C 1.293 0.458 1.181
H 1.136 -2.911 -0.656
H 0.592 -2.172 0.849
H -0.570 -2.553 -0.429
H 0.477 -0.855 -1.933
H 2.158 1.962 -0.930
H 0.440 2.295 -0.763
H 1.022 1.361 -2.145
H 0.926 -0.369 1.779
H 0.840 1.378 1.548
H 2.370 0.538 1.334
C -2.486 0.435 0.744
O -2.392 0.107 -0.617
H -2.064 -0.351 1.381
H -1.980 1.380 0.969
H -3.546 0.541 0.970
H -1.458 -0.027 -0.835
```

Computed properties:
* net charge: 0
* structure (SMILES): CC=C(C)C.CO
* frontier orbital gap: 0.3745 hartree



x) # C6H14O

2 unconnected molecules or ions with the total composition C6H14O (ωB97M-V with the def2-TZVPD basis set, the Open Molecules 2025 dataset).

The geometry in XYZ format:
```
21
Properties=species:S:1:pos:R:3
C -1.158 1.759 0.072
C -0.906 0.457 0.134
C -1.941 -0.546 0.527
C 0.530 -0.030 0.142
C 0.805 -1.393 -0.504
C 0.730 -1.338 -2.040
H -2.141 2.178 0.271
H -0.344 2.475 -0.018
H -1.978 -1.465 -0.047
H -1.815 -0.848 1.567
H -2.937 -0.094 0.467
H 0.782 -0.093 1.199
H 1.198 0.669 -0.374
H 0.086 -2.130 -0.137
H 1.786 -1.739 -0.186
H 0.803 -0.318 -2.420
H -0.223 -1.723 -2.402
H 1.526 -1.934 -2.482
O 2.121 2.070 2.179
H 1.746 1.891 1.310
H 1.331 2.152 2.742
```

Computed properties:
* net charge: 0
* structure (SMILES): C=C(C)CCC.O
* frontier orbital gap: 0.3799 hartree



y) # C6H14O

C6H14O in the gas phase (ωB97M-V with the def2-TZVPD basis set, the Open Molecules 2025 dataset).

The geometry in XYZ format:
```
21
Properties=species:S:1:pos:R:3
C 2.503 -1.165 -0.880
O 1.150 -1.170 -0.510
C 0.841 0.105 -0.005
C -0.663 0.279 0.203
C -0.896 1.778 0.401
C -1.411 -0.225 -1.033
C -1.181 -0.479 1.434
H 2.727 -0.197 -1.348
H 2.673 -1.973 -1.593
H 3.156 -1.284 -0.003
H 1.230 0.843 -0.728
H 1.388 0.286 0.937
H -0.334 2.148 1.268
H -1.957 1.991 0.566
H -0.564 2.334 -0.483
H -1.291 -1.307 -1.143
H -1.028 0.246 -1.946
H -2.481 -0.001 -0.947
H -1.041 -1.561 1.340
H -2.258 -0.294 1.550
H -0.696 -0.149 2.361
```

Computed properties:
* net charge: 0
* structure (SMILES): COCC(C)(C)C
* frontier orbital gap: 0.3952 hartree



y) takes first place; second place is 7.6 kcal/mol up.



w) # C6H14O

2 unconnected molecules or ions with the total composition C6H14O (ωB97M-V with the def2-TZVPD basis set, the Open Molecules 2025 dataset).

The geometry in XYZ format:
```
21
Properties=species:S:1:pos:R:3
C -1.754 -0.604 -1.148
C -1.297 -0.340 0.290
C -2.294 0.506 1.061
C 0.103 0.282 0.279
C 0.954 -0.803 -0.337
O 1.219 -1.828 0.252
H -2.739 -1.078 -1.163
H -1.064 -1.268 -1.682
H -1.813 0.336 -1.713
H -1.175 -1.304 0.800
H -3.268 0.007 1.086
H -2.422 1.489 0.592
H -1.960 0.659 2.094
H 0.439 0.504 1.300
H 0.122 1.217 -0.299
H 1.242 -0.660 -1.399
C 3.142 0.588 -0.005
H 3.170 1.183 0.908
H 2.541 1.114 -0.756
H 4.124 0.380 -0.420
H 2.730 -0.381 0.260
```

Computed properties:
* net charge: 0
* structure (SMILES): CC(C)CC=O.C
* frontier orbital gap: 0.3915 hartree



x) # C6H14O

A molecular structure, C6H14O (ωB97M-V with the def2-TZVPD basis set, the Open Molecules 2025 dataset).

The geometry in XYZ format:
```
21
Properties=species:S:1:pos:R:3
C -1.828 -1.895 0.447
O -1.671 -0.213 -1.010
C -0.428 0.091 -1.313
C 0.542 0.496 -0.003
C 1.955 0.558 -0.588
C 0.063 1.861 0.493
C 0.378 -0.555 1.007
H -1.583 -2.509 1.326
H -1.725 -2.440 -0.483
H -2.771 -1.377 0.557
H -0.332 1.042 -1.875
H 0.127 -0.706 -1.861
H 2.294 -0.431 -0.918
H 2.679 0.941 0.139
H 1.972 1.223 -1.462
H -1.006 1.821 0.727
H 0.207 2.622 -0.284
H 0.606 2.189 1.389
H -0.708 -1.116 0.685
H 0.109 -0.246 2.021
H 1.122 -1.357 1.006
```

Computed properties:
* net charge: 0
* frontier orbital gap (alpha / beta): 0.2840 / 0.2831 hartree



y) # C6H14O

2 unconnected molecules or ions with the total composition C6H14O (ωB97M-V with the def2-TZVPD basis set, the Open Molecules 2025 dataset).

The geometry in XYZ format:
```
21
Properties=species:S:1:pos:R:3
C -1.334 1.376 -1.179
C -0.849 0.347 -0.170
C 0.381 -0.055 -0.082
C 1.570 0.586 -0.680
C 0.732 -1.312 0.726
C 0.118 -2.542 0.052
H -0.627 1.679 -1.969
H -1.636 2.248 -0.543
H -2.446 1.070 -1.441
H -1.582 0.052 0.542
H 1.870 1.491 -0.093
H 2.519 -0.094 -1.009
H 1.312 0.770 -1.704
H 1.811 -1.670 0.678
H 0.348 -1.118 1.777
H 0.089 -3.386 0.881
H -0.958 -2.458 -0.229
H 0.664 -2.848 -0.769
O -0.226 2.043 1.701
H -0.731 1.383 2.283
H -1.026 2.438 1.228
```

Computed properties:
* net charge: 0
* structure (SMILES): C/C=C(\C)CC.O
* frontier orbital gap: 0.3328 hartree



w) takes first place; second place is 43.1 kcal/mol up.